# 1
Entry from the Open Molecules 2025 dataset: 9 unconnected molecules or ions with the total composition C19H51BrO12S8 (ωB97M-V/def2-TZVPD).

```
91
C19H51BrO12S8 | the Open Molecules 2025 dataset | ωB97M-V/def2-TZVPD
O -1.1407 3.7593 0.3990
C -0.4926 2.8160 0.1027
O -0.3751 2.2608 -1.1065
C 0.7715 1.3812 -1.0874
C 0.8376 0.9937 0.3899
O 2.0922 0.7817 0.8749
Br -0.3012 -0.5656 0.8069
O 0.2368 2.1076 1.0256
H 0.6464 0.5594 -1.7953
H 1.6805 1.9513 -1.3149
H 2.2217 1.3378 1.6588
C -0.4461 -3.3435 -1.9442
S 0.6358 -2.8123 -3.2635
O 0.8509 -1.3485 -3.0761
C -0.5709 -2.9869 -4.5796
H 0.1169 -3.2968 -1.0132
H -1.2941 -2.6605 -1.8865
H -0.7647 -4.3672 -2.1413
H -1.4352 -2.3642 -4.3501
H -0.8504 -4.0372 -4.6637
H -0.0985 -2.6494 -5.4999
C 5.2657 3.4440 -2.4484
S 5.0098 1.6802 -2.6144
O 3.6118 1.3932 -2.1919
C 6.0567 1.2054 -1.2350
H 4.6463 3.9346 -3.1975
H 4.9611 3.7583 -1.4499
H 6.3157 3.6829 -2.6182
H 5.6803 1.6793 -0.3289
H 7.0829 1.5113 -1.4385
H 5.9961 0.1230 -1.1429
C 0.8362 -8.7144 -1.2286
S 0.2291 -7.0325 -1.1377
O -0.0625 -6.5864 -2.5324
C 1.7994 -6.2909 -0.6812
H 0.0036 -9.3380 -1.5482
H 1.6451 -8.7616 -1.9578
H 1.1579 -9.0174 -0.2321
H 2.5351 -6.5079 -1.4555
H 2.1080 -6.6929 0.2839
H 1.6465 -5.2165 -0.6037
C -5.5546 5.1198 1.0620
S -5.2178 3.4029 0.6920
O -6.4121 2.6349 1.1546
C -3.9546 3.1596 1.9405
H -6.3763 5.4328 0.4212
H -5.8557 5.1978 2.1076
H -4.6674 5.7221 0.8652
H -4.3846 3.3765 2.9193
H -3.1004 3.8016 1.7295
H -3.6396 2.1191 1.8835
C -10.7890 7.2484 -0.2384
S -9.5680 6.3657 0.7389
O -8.2894 6.4425 -0.0176
C -10.2102 4.7167 0.4463
H -10.5167 8.3016 -0.2194
H -10.7632 6.8730 -1.2609
H -11.7752 7.1125 0.2056
H -10.2276 4.5315 -0.6273
H -11.2072 4.6306 0.8788
H -9.5283 4.0196 0.9311
C -2.6342 -0.0410 3.8981
S -1.4319 0.3032 5.1856
O -0.7004 -0.9641 5.4450
C -2.6279 0.4806 6.5167
H -2.0820 -0.2225 2.9771
H -3.2079 -0.9265 4.1716
H -3.2885 0.8219 3.7754
H -3.2033 -0.4408 6.6010
H -3.2779 1.3312 6.3114
H -2.0668 0.6560 7.4324
C 1.6093 -11.1954 3.2783
S 0.8881 -9.5574 3.4251
O 0.5660 -9.1150 2.0409
C 2.4021 -8.7117 3.8900
H 0.8200 -11.8646 2.9423
H 2.4141 -11.1661 2.5442
H 1.9779 -11.5184 4.2518
H 3.1492 -8.8653 3.1115
H 2.7518 -9.0931 4.8492
H 2.1641 -7.6538 3.9800
C 10.2010 5.9498 -3.7055
S 8.6008 6.4153 -3.0382
O 8.0270 5.1840 -2.4291
C 7.7774 6.6272 -4.6195
H 10.8480 5.7242 -2.8604
H 10.0815 5.0668 -4.3326
H 10.6132 6.7831 -4.2744
H 7.8365 5.6943 -5.1795
H 8.2468 7.4442 -5.1671
H 6.7383 6.8737 -4.4104
```

Properties
- total energy (Ha) = -7416.69765
- HOMO energy (hartree) = -0.3020
- gap between HOMO and LUMO (eV) = 8.759

# 2
Entry from the Open Molecules 2025 dataset: 21 unconnected molecules or ions with the total composition C19H51N7O20S at a distorted geometry (ωB97M-V/def2-TZVPD).

```
98
C19H51N7O20S | the Open Molecules 2025 dataset | ωB97M-V/def2-TZVPD
N 3.7006 2.2293 -4.8483
N -1.5493 4.8982 0.7347
N -1.4917 -2.6380 1.5931
N 3.1459 -1.3520 -2.4991
N 1.2629 -3.8029 -0.4824
S 2.9788 3.3609 -3.8485
C 3.5382 1.0104 -4.3113
C -0.4425 5.2630 1.3224
C -1.8170 -1.3398 1.7043
C 2.4134 2.2351 -2.6808
C 2.8706 0.9825 -3.0217
C 0.2124 -3.8333 0.3395
C 2.4634 -0.1868 -2.2515
C -2.5088 2.7345 0.2278
C -2.3611 1.3481 0.3206
C -0.1740 1.6676 1.3839
C -1.5799 3.5027 0.7542
C -0.4840 -2.6667 0.7130
C -0.3966 3.0275 1.3291
C -1.1569 0.8309 0.8148
C 2.7434 -2.4916 -1.8914
C 1.4651 -0.1512 -1.2878
C -0.1122 -1.3721 0.2688
C 1.6780 -2.5943 -0.9574
C 1.0139 -1.3604 -0.6400
N 0.3082 4.1120 1.6894
N -1.0287 -0.5375 0.8623
H 3.8999 0.0778 -4.8244
H -0.1510 6.2377 1.6011
H -2.5882 -0.9137 2.3256
H 1.9655 2.4720 -1.6897
H -0.1407 -4.7874 0.7104
H -3.3714 3.2412 -0.1681
H -3.1882 0.6628 -0.0600
H 0.7400 1.2609 1.7760
H 3.2928 -3.3488 -2.1759
H 0.9044 0.7891 -1.2261
H 1.2452 4.0892 2.0659
O 0.9129 5.8672 4.3836
H 0.2267 6.5837 4.5822
H 0.5662 4.9891 4.7477
O -5.3710 1.4641 0.7564
H -5.1962 1.2175 1.7220
H -5.7843 2.3874 0.7368
O 3.4382 3.8918 -7.0776
H 2.4664 4.1414 -6.9471
H 3.4848 2.9016 -7.2801
O -0.2017 -3.4978 4.0363
H -0.7034 -3.7774 4.8694
H -0.8539 -3.4917 3.2628
O 6.1098 -3.9902 -2.5809
H 5.6120 -4.7739 -2.1786
H 5.6255 -3.7082 -3.4233
O -1.9339 7.9966 0.1219
H -2.6738 8.4174 0.6689
H -2.3474 7.3004 -0.4848
O -5.6307 -1.2244 0.1813
H -5.5821 -1.4264 -0.8089
H -5.3762 -0.2547 0.3180
O -1.9011 -6.5652 1.8136
H -1.2505 -6.6299 1.0414
H -2.6235 -7.2602 1.6761
O 3.3886 4.0903 -0.3434
H 3.2315 4.0232 0.6539
H 2.6009 4.5742 -0.7547
O -0.2356 -7.0807 -0.2875
H 0.4667 -6.5359 -0.7710
H -0.2249 -8.0180 -0.6685
O 3.0007 1.4563 3.8426
H 2.7718 0.5711 3.4092
H 3.3536 1.2701 4.7724
O 3.0874 3.7486 2.4492
H 2.9434 2.8699 2.9298
H 3.6706 4.3348 3.0323
O -5.4281 -1.5503 2.8871
H -5.7769 -1.4755 1.9403
H -5.1933 -0.6209 3.2108
O 0.6415 -0.8832 3.6133
H 0.2273 -1.7683 3.8756
H 1.3107 -1.0551 2.8741
O -2.4772 -0.5447 -2.6584
H -1.8851 -0.7999 -3.4381
H -3.1403 0.1486 -2.9799
O 2.8446 -6.1919 0.1682
H 2.4927 -5.2629 -0.0240
H 2.5025 -6.4768 1.0768
O -3.0013 -4.6587 3.3583
H -3.4612 -5.2066 4.0738
H -2.3813 -5.2701 2.8430
O -4.5429 1.3971 -2.2201
H -4.9483 0.4981 -2.4465
H -4.7526 1.6025 -1.2518
O -1.0975 1.9422 -2.7351
H -1.5635 1.2013 -2.2275
H -1.6030 2.0997 -3.5974
O 5.3055 -1.8833 -4.3228
H 5.1282 -1.5387 -3.3882
H 4.4317 -2.2209 -4.7053
```

Properties
- total energy (Ha) = -3040.85506
- HOMO energy (hartree) = -0.3046
- gap between HOMO and LUMO (eV) = 7.748

# 3
Entry from the Open Molecules 2025 dataset: 3 unconnected molecules or ions with the total composition C19H51N7O4P2 at a distorted geometry (ωB97M-V/def2-TZVPD).

```
83
C19H51N7O4P2 | the Open Molecules 2025 dataset | ωB97M-V/def2-TZVPD
C 10.6634 -3.1609 1.6700
C 9.3542 -2.3432 2.2463
C 8.1526 -2.1166 1.1538
C 6.9595 -3.2864 1.2288
C 7.5162 -4.5517 0.3394
N 6.7124 -5.8263 0.4726
C 6.8021 -6.3071 1.9281
O 5.8167 -2.7136 0.4675
C 4.6874 -2.3890 1.3528
O 4.7537 -1.8024 2.5504
H 11.0874 -2.7047 0.6523
H 10.5191 -4.3291 1.6190
H 11.5321 -2.9783 2.4670
H 9.7507 -1.2565 2.5397
H 8.9664 -2.8138 3.2563
H 7.5955 -1.1112 1.4764
H 8.4948 -2.0888 0.0339
H 6.6824 -3.5476 2.3373
H 8.6396 -4.8318 0.5915
H 7.5200 -4.1823 -0.7911
H 7.2676 -6.5453 -0.0798
H 6.7684 -7.4798 1.9846
H 7.8426 -5.9929 2.4215
H 5.9148 -5.8562 2.5813
H 3.6045 -2.6867 0.9535
O 0.4103 -3.4496 0.0227
P -0.3823 -2.2714 -0.5947
N 0.8526 -1.1776 -0.2290
C 0.8064 0.0824 0.4797
C 1.9210 -1.1354 -1.2274
N -1.6085 -2.3878 0.5954
C -1.3404 -2.0526 1.9896
C -2.3035 -3.6835 0.5623
N -1.2935 -0.9170 -1.3044
C -2.2308 -0.0526 -0.5890
C -1.9232 -1.3482 -2.5566
H 0.4501 0.9000 -0.1538
H 1.8040 0.3615 0.8410
H 0.1951 0.0428 1.3765
H 1.6493 -0.4838 -2.0651
H 2.1191 -2.1347 -1.6306
H 2.8655 -0.7842 -0.7972
H -0.3968 -2.4730 2.3430
H -2.1372 -2.4065 2.6534
H -1.3304 -0.9737 2.1340
H -1.7194 -4.4780 1.0496
H -2.4908 -3.9917 -0.4726
H -3.2805 -3.6164 1.0536
H -3.1663 -0.5637 -0.3349
H -2.4889 0.8136 -1.2101
H -1.8075 0.3631 0.3270
H -2.7682 -2.0186 -2.3636
H -1.1998 -1.8861 -3.1782
H -2.2753 -0.4943 -3.1454
O -4.6746 2.6655 -0.7567
P -5.4673 3.8436 -1.3741
N -4.2324 4.9374 -1.0084
C -4.2786 6.1974 -0.2997
C -3.1640 4.9796 -2.0069
N -6.6935 3.7273 -0.1840
C -6.4254 4.0624 1.2102
C -7.3885 2.4315 -0.2172
N -6.3784 5.1980 -2.0839
C -7.3158 6.0625 -1.3685
C -7.0082 4.7668 -3.3360
H -4.6349 7.0150 -0.9332
H -3.2810 6.4765 0.0615
H -4.8899 6.1578 0.5971
H -3.4357 5.6312 -2.8445
H -2.9659 3.9803 -2.4100
H -2.2195 5.3308 -1.5767
H -5.4818 3.6420 1.5635
H -7.2221 3.7085 1.8740
H -6.4153 5.1413 1.3546
H -6.8044 1.6370 0.2702
H -7.5758 2.1233 -1.2520
H -8.3655 2.4987 0.2741
H -8.2513 5.5513 -1.1143
H -7.5739 6.9286 -1.9895
H -6.8925 6.4781 -0.4524
H -7.8531 4.0964 -3.1430
H -6.2848 4.2290 -3.9576
H -7.3603 5.6208 -3.9249
```

Properties
- total energy (Ha) = -2121.03367
- SMILES = CN(C)P(=O)(N(C)C)N(C)C.CN(C)P(=O)(N(C)C)N(C)C.CCC[C@H](CNC)OC=O
- HOMO energy (hartree) = -0.2799
- gap between HOMO and LUMO (eV) = 6.126

HOMO energy of number 3 (C19H51N7O4P2)?
-0.2799 hartree